(1)
C17H12F7N3O | ωB97M-V/def2-TZVPD

Last column: natural (NBO) charge in e.
Atoms and positions in Å:
C 3.574 -1.274 0.906  -0.6054
C 3.325 -1.110 -0.540  -0.4337
C 2.189 -0.146 -0.844  0.2239
N 2.343 0.774 -1.648  -0.2616
N 1.135 1.412 -1.859  -0.1910
C 0.771 2.588 -2.664  0.1441
C 1.921 3.260 -3.455  0.9626
F 3.190 3.055 -3.066  -0.2930
F 1.971 2.586 -4.657  -0.3343
F 1.655 4.548 -3.614  -0.2983
C -0.413 3.218 -2.303  -0.2689
C -1.432 2.574 -1.514  0.2652
C -2.833 3.090 -1.334  -0.6660
N -1.080 1.463 -0.903  -0.4222
C 0.181 0.855 -0.999  0.3066
C 0.737 -0.233 -0.414  -0.1428
C 0.047 -1.177 0.529  -0.1018
C -0.712 -2.346 0.093  -0.2280
C -1.568 -2.930 1.102  0.3516
F -2.470 -3.795 0.726  -0.3035
C -1.446 -2.630 2.426  0.1846
O -2.188 -3.282 3.404  -0.5326
C -3.624 -2.944 3.628  0.8031
F -3.788 -1.825 4.398  -0.3337
F -4.097 -3.997 4.327  -0.3079
C -0.709 -1.527 2.854  -0.2694
C -0.031 -0.755 1.852  0.3940
F 0.593 0.414 2.148  -0.3190
H 4.071 -0.466 1.373  0.2150
H 4.338 -2.032 1.098  0.2111
H 2.715 -1.632 1.467  0.2069
H 4.334 -0.805 -0.874  0.2346
H 3.030 -2.053 -1.076  0.2207
H -0.539 4.219 -2.587  0.2339
H -3.446 2.219 -1.093  0.2510
H -3.246 3.720 -2.160  0.2301
H -2.971 3.656 -0.433  0.2421
H -0.833 -2.671 -0.911  0.2379
H -4.010 -2.748 2.631  0.1346
H -0.687 -1.275 3.986  0.2598

The value obtained for the HOMO energy is -8.7 eV. For the frontier orbital gap, the calculation gives 8.1639 eV. For the maximum force, the calculation gives 6.731 eV/Å. The SMILES is CCc1nn2c(C(F)(F)F)cc(C)nc2c1-c1cc(F)c(OC(F)F)cc1F. The total energy is -43361.128 eV.

=====

(2)
C17H12I2NO6PSV | ωB97M-V/def2-TZVPD

Last column: natural (NBO) charge in e.
Atoms and positions in Å:
C 1.610 -3.391 -2.576  -0.6630
C 0.290 -2.366 -2.498  -0.4017
I -1.122 -3.084 -4.003  0.4967
C 0.790 -0.809 -2.692  -0.4388
I 1.679 -0.430 -4.704  0.4634
C -0.313 0.324 -2.252  0.0223
C -1.553 0.830 -3.254  0.3719
O -1.733 0.298 -4.646  -0.3637
N -1.815 1.445 -5.388  0.4165
O -0.738 2.040 -5.372  -0.1981
C -2.691 1.952 -2.802  -0.1987
C -2.672 2.628 -1.308  -0.1332
C -1.441 2.166 -0.307  -0.0233
C -0.272 1.052 -0.746  -0.0821
C 0.865 0.759 0.399  0.4971
O 2.183 0.668 0.222  -0.4604
C 0.290 0.626 1.964  -0.0232
C -0.889 1.727 2.404  -0.1597
C -1.523 1.751 3.917  -0.1361
C -0.963 0.665 5.057  -0.1599
C 0.195 -0.437 4.604  -0.0922
C 0.835 -0.463 3.062  -0.3614
P 2.183 -1.752 2.650  1.6805
O 1.921 -2.582 1.142  -0.9318
O 2.069 -2.995 3.914  -0.9338
S 3.987 -0.988 2.826  -0.2037
C -1.375 2.818 1.232  0.5147
O -1.677 4.088 1.519  -0.7258
H 2.305 -3.314 -1.637  0.2303
H 1.212 -4.514 -2.654  0.2705
H 2.234 -3.231 -3.580  0.2490
H -0.138 -2.529 -1.396  0.2786
H 1.720 -0.684 -1.954  0.2973
H -3.541 2.273 -3.571  0.3154
H -3.481 3.402 -0.965  0.2962
H -2.348 2.546 4.213  0.2664
H -1.413 0.736 6.137  0.2985
H 0.597 -1.192 5.407  0.3010
H 2.819 -2.548 0.677  0.5293
H 2.937 -3.054 4.419  0.5383
V -1.023 5.568 2.544  1.3568

The value obtained for the HOMO energy is -16.1 eV. For the frontier orbital gap, the calculation gives 1.9060 eV. As for the net charge: +3. For the maximum force, the calculation gives 8.394 eV/Å. The total energy is -93553.378 eV.

=====

(3)
C17H12N2O5S2 | ωB97M-V/def2-TZVPD

Last column: natural (NBO) charge in e.
Atoms and positions in Å:
O -1.518 3.691 0.556  -0.5872
C -1.776 2.569 0.194  0.6680
C -3.217 2.110 -0.040  -0.6139
S -3.839 1.003 1.275  0.3398
C -3.247 -0.538 0.758  -0.0787
N -2.416 -0.726 -0.209  -0.5553
C -2.120 -2.050 -0.377  0.1856
C -1.248 -2.573 -1.328  -0.2321
C -1.046 -3.937 -1.358  -0.2034
C -1.697 -4.782 -0.463  -0.2107
C -2.567 -4.281 0.487  -0.1987
C -2.773 -2.914 0.526  -0.2436
S -3.789 -1.986 1.601  0.4066
N -0.884 1.582 -0.071  -0.6594
C 0.502 1.607 0.050  0.2254
C 1.176 0.401 -0.135  -0.1966
C 2.560 0.347 -0.041  -0.1752
C 3.291 -0.926 -0.237  0.7784
O 4.484 -1.056 -0.141  -0.5837
O 2.487 -1.959 -0.544  -0.6899
C 3.289 1.499 0.242  -0.1564
C 2.616 2.700 0.427  -0.0990
C 3.352 3.955 0.722  0.7650
O 2.840 5.038 0.840  -0.5808
O 4.674 3.773 0.847  -0.6838
C 1.228 2.761 0.332  -0.2219
H -3.873 2.979 -0.003  0.2626
H -3.324 1.584 -0.987  0.2512
H -0.752 -1.913 -2.022  0.2271
H -0.372 -4.356 -2.089  0.2190
H -1.521 -5.845 -0.511  0.2199
H -3.073 -4.932 1.182  0.2232
H -1.285 0.668 -0.314  0.4354
H 0.621 -0.501 -0.348  0.2268
H 3.020 -2.761 -0.655  0.5027
H 4.363 1.444 0.313  0.2529
H 5.106 4.620 1.038  0.5029
H 0.729 3.705 0.483  0.2781

The value obtained for the HOMO energy is -8.8 eV. For the frontier orbital gap, the calculation gives 8.9590 eV. For the maximum force, the calculation gives 1.006 eV/Å. The SMILES is O=C(CSc1nc2ccccc2s1)Nc1cc(C(=O)O)cc(C(=O)O)c1. The total energy is -52714.398 eV.

=====

(4)
C17H13Br2N5O3PtSe | ωB97M-V/def2-TZVPD

Last column: natural (NBO) charge in e.
Atoms and positions in Å:
Pt 0.167 0.096 -0.100  0.9818
C 3.626 0.198 -0.471  -0.6521
C 2.990 -1.132 -0.696  0.2436
C 3.806 -2.240 -0.975  -0.2524
C 3.265 -3.466 -1.253  -0.1168
C 1.865 -3.605 -1.269  -0.1327
C 1.170 -4.786 -1.600  -0.1026
Br 2.136 -6.335 -2.119  0.0461
C -0.203 -4.840 -1.572  -0.2213
C -0.937 -3.715 -1.219  -0.1650
Br -2.824 -3.780 -1.157  0.0786
C -0.322 -2.492 -0.931  0.3067
O -0.995 -1.417 -0.687  -0.6606
C 1.102 -2.458 -0.936  0.1677
N 1.668 -1.247 -0.640  -0.4508
H 4.664 0.180 -0.786  0.2240
H 3.588 0.430 0.593  0.2366
H 3.101 0.969 -1.033  0.2290
H 4.878 -2.108 -0.971  0.2218
H 3.896 -4.312 -1.476  0.2369
H -0.721 -5.752 -1.827  0.2428
N 1.145 1.858 0.508  -0.7932
C 0.168 2.619 1.312  -0.3520
C -1.256 2.435 0.699  0.7662
O -2.087 3.302 0.804  -0.6276
O -1.422 1.306 0.115  -0.7018
H 1.958 1.626 1.088  0.4259
H 1.429 2.428 -0.290  0.3964
H 0.419 3.681 1.376  0.2124
H 0.138 2.204 2.322  0.2123
Se 3.569 0.037 3.693  0.9913
N 2.481 -0.815 4.814  -0.6054
C 1.311 -1.016 4.237  0.1246
C 0.182 -1.633 4.775  -0.1597
C -0.960 -1.727 3.994  -0.2432
C -0.970 -1.228 2.702  0.1142
N 0.105 -0.643 2.169  -0.4961
C 1.216 -0.508 2.875  0.2662
N 2.299 0.099 2.406  -0.6973
H 0.214 -2.019 5.781  0.2358
H -1.847 -2.193 4.387  0.2348
H -1.850 -1.286 2.079  0.2347

The value obtained for the HOMO energy is -7.3 eV. For the frontier orbital gap, the calculation gives 5.1288 eV. For the maximum force, the calculation gives 2.666 eV/Å. The total energy is -240110.925 eV.

=====

(5)
C17H13BrIN2OTi | ωB97M-V/def2-TZVPD

Last column: natural (NBO) charge in e.
Atoms and positions in Å:
Ti 0.000 0.000 0.000  1.6256
Br -4.508 4.168 3.627  0.1088
C -3.311 2.829 3.033  -0.1149
C -3.545 1.499 3.357  -0.1623
C -2.652 0.512 2.916  -0.2716
C -1.512 0.797 2.141  0.4043
O -0.691 -0.107 1.772  -0.6732
C -1.346 2.164 1.827  -0.2378
C -0.187 2.562 1.011  0.2763
N 0.075 1.968 -0.107  -0.5908
C 1.246 2.335 -0.786  0.0689
C 1.480 3.652 -1.208  -0.1668
C 2.656 3.982 -1.878  -0.1910
C 3.600 2.991 -2.139  -0.1285
C 3.360 1.663 -1.743  -0.1139
C 4.279 0.632 -1.994  -0.0409
C 3.991 -0.665 -1.582  -0.2617
C 2.789 -0.890 -0.938  0.1431
N 1.887 0.075 -0.691  -0.6098
C 2.165 1.330 -1.070  0.2102
C -2.206 3.178 2.272  -0.1672
H -4.405 1.204 3.947  0.2516
H -2.841 -0.527 3.183  0.2521
H 0.430 3.386 1.412  0.2215
H 0.731 4.413 -1.011  0.2395
H 2.832 5.006 -2.194  0.2471
H 4.518 3.253 -2.658  0.2391
H 5.215 0.836 -2.504  0.2440
H 4.683 -1.480 -1.756  0.2585
H 2.500 -1.875 -0.586  0.2475
H -2.015 4.208 1.999  0.2377
I -2.856 -2.010 0.000  0.1982
C -2.145 0.000 0.000  -0.8897
H -2.515 0.523 0.906  0.2152
H -2.515 0.523 -0.906  0.2126
H 0.000 -1.761 0.000  -0.2819

The value obtained for the HOMO energy is -10.9 eV. For the frontier orbital gap, the calculation gives 6.1001 eV. As for the net charge: +1. For the maximum force, the calculation gives 8.562 eV/Å. The total energy is -124116.871 eV.

=====

(6)
C17H13CdF6N4Sb | ωB97M-V/def2-TZVPD

Last column: Mulliken spin population.
Atoms and positions in Å:
Cd -0.478 -0.001 0.368  -0.0110
C -3.908 -4.353 0.854  0.1730
C -3.261 -4.699 -0.328  -0.0595
C -2.171 -3.982 -0.767  0.1593
C -1.687 -2.889 -0.009  0.0223
C -2.380 -2.533 1.174  0.1114
C -3.461 -3.266 1.602  -0.0672
N -0.654 -2.096 -0.387  0.3781
C 0.344 -2.420 -1.218  -0.0700
C 0.778 -3.737 -1.517  0.1711
C 1.800 -3.955 -2.406  -0.0851
C 2.461 -2.886 -3.034  0.1320
C 2.122 -1.590 -2.732  -0.0664
C 1.074 -1.329 -1.829  0.0830
N 0.666 -0.100 -1.460  -0.0699
N 0.849 0.966 -2.112  0.1305
C 0.310 2.111 -1.566  -0.0239
C 0.593 3.334 -2.180  0.0370
C 0.000 4.480 -1.678  -0.0149
C -0.846 4.379 -0.583  0.0320
C -1.083 3.124 -0.029  -0.0019
N -0.526 2.025 -0.511  0.0198
H -4.777 -4.904 1.177  0.0064
H -3.626 -5.523 -0.919  -0.0003
H -1.722 -4.210 -1.721  -0.0010
H -2.018 -1.696 1.766  0.0133
H -3.966 -2.993 2.518  -0.0002
H 0.336 -4.562 -0.980  -0.0022
H 2.104 -4.968 -2.626  -0.0019
H 3.252 -3.092 -3.738  0.0049
H 2.650 -0.751 -3.158  0.0014
H 1.260 3.357 -3.028  0.0004
H 0.196 5.439 -2.135  -0.0003
H -1.328 5.249 -0.167  0.0009
H -1.741 3.006 0.824  0.0016
F 1.329 1.053 1.662  -0.0006
Sb 0.446 0.517 3.389  -0.0006
F -0.708 -0.140 4.719  0.0000
F 0.448 2.324 3.918  0.0000
F 2.049 -0.098 4.139  0.0000
F -1.265 0.909 2.328  -0.0004
F 0.329 -1.190 2.341  -0.0012

The value obtained for the HOMO energy (alpha / beta) is -11.5 / -12.3 eV. Its multiplicity is 2. For the frontier orbital gap (alpha / beta), the calculation gives 6.4360 / 6.3465 eV. As for the net charge: +1. For the maximum force, the calculation gives 2.659 eV/Å. The total energy is -51203.682 eV. The expectation value of S² is 0.833.

=====

(7)
C17H13ClN2O2W | ωB97M-V/def2-TZVPD

Last column: Mulliken spin population.
Atoms and positions in Å:
W -0.707 1.309 -0.083  1.9744
Cl -3.943 -3.913 3.896  -0.0013
C -3.408 -2.527 3.040  -0.0064
C -4.184 -1.361 3.045  0.0191
C -3.776 -0.231 2.361  -0.0178
C -2.586 -0.242 1.656  0.0390
O -2.212 0.880 1.024  -0.0286
C -1.784 -1.407 1.640  0.0200
C -0.551 -1.508 0.955  0.0276
N 0.023 -0.553 0.266  -0.0697
C 1.252 -0.719 -0.430  0.0238
C 1.762 -1.878 -0.957  0.0082
C 3.005 -1.854 -1.614  0.0046
C 3.713 -0.690 -1.735  0.0013
C 3.195 0.514 -1.205  0.0059
C 3.877 1.750 -1.199  -0.0046
C 3.310 2.862 -0.607  0.0016
C 2.044 2.766 -0.053  -0.0544
N 1.361 1.609 -0.035  0.0167
C 1.938 0.481 -0.581  0.0218
C -2.224 -2.549 2.349  0.0162
H -5.114 -1.349 3.597  0.0005
H -4.376 0.668 2.367  -0.0016
H -0.030 -2.460 1.005  0.0010
H 1.223 -2.814 -0.882  0.0003
H 3.397 -2.775 -2.021  -0.0001
H 4.676 -0.674 -2.229  0.0004
H 4.856 1.825 -1.656  0.0001
H 3.833 3.807 -0.583  0.0017
H 1.551 3.622 0.391  -0.0159
H -1.618 -3.447 2.347  0.0013
C -1.733 2.234 -2.871  0.0123
O -1.202 1.356 -1.832  -0.0012
H -1.464 1.775 -3.817  0.0012
H -1.293 3.224 -2.786  0.0038
H -2.813 2.272 -2.760  -0.0013

The value obtained for the HOMO energy (alpha / beta) is -14.7 / -14.8 eV. Its multiplicity is 3. For the frontier orbital gap (alpha / beta), the calculation gives 6.8533 / 6.5103 eV. As for the net charge: +2. For the maximum force, the calculation gives 1.066 eV/Å. The total energy is -39247.893 eV. The expectation value of S² is 2.011.

=====

(8)
C17H13HoO4P | ωB97M-V/def2-TZVPD

Last column: Mulliken spin population.
Atoms and positions in Å:
O 3.252 2.788 0.084  0.0021
C 3.016 1.669 -0.172  -0.0043
Ho 2.467 -0.643 -0.307  4.0606
O 5.970 -1.842 0.448  0.0015
C 4.918 -1.447 0.140  -0.0097
C 2.138 0.221 -2.690  -0.0074
O 2.006 0.602 -3.773  0.0031
C 1.790 -2.538 -1.525  -0.0069
O 1.367 -3.561 -1.920  0.0023
C -2.123 0.738 -1.320  -0.0018
P -0.376 0.247 -0.935  -0.0211
C -0.228 1.665 0.280  0.0029
C -0.769 1.621 1.564  -0.0009
C -0.732 2.761 2.372  -0.0002
C -0.192 3.970 1.876  -0.0043
C 0.303 4.016 0.557  -0.0006
C 0.262 2.882 -0.237  -0.0030
C -0.927 -1.395 -0.227  -0.0083
C -1.586 -2.285 -1.104  0.0014
C -1.967 -3.550 -0.665  -0.0029
C -1.649 -3.960 0.649  -0.0015
C -0.927 -3.097 1.492  0.0002
C -0.533 -1.822 1.049  -0.0034
H -2.132 1.781 -1.664  0.0002
H -2.703 0.678 -0.389  -0.0007
H -2.565 0.063 -2.068  0.0001
H -1.216 0.702 1.930  -0.0006
H -1.129 2.731 3.391  -0.0001
H -0.156 4.858 2.503  0.0000
H 0.723 4.953 0.164  0.0000
H 0.622 2.923 -1.262  0.0003
H -1.808 -1.976 -2.124  0.0000
H -2.526 -4.223 -1.327  0.0000
H -1.958 -4.944 0.994  0.0000
H -0.667 -3.420 2.503  0.0000
H 0.035 -1.167 1.712  0.0030

The value obtained for the HOMO energy (alpha / beta) is -18.3 / -18.3 eV. Its multiplicity is 5. For the frontier orbital gap (alpha / beta), the calculation gives 4.8569 / 5.0743 eV. As for the net charge: +3. For the maximum force, the calculation gives 8.947 eV/Å. The total energy is -61083.642 eV. The expectation value of S² is 6.006.

=====

Please write out number 8 again, unchanged.
C17H13HoO4P | ωB97M-V/def2-TZVPD

Last column: Mulliken spin population.
Atoms and positions in Å:
O 3.252 2.788 0.084  0.0021
C 3.016 1.669 -0.172  -0.0043
Ho 2.467 -0.643 -0.307  4.0606
O 5.970 -1.842 0.448  0.0015
C 4.918 -1.447 0.140  -0.0097
C 2.138 0.221 -2.690  -0.0074
O 2.006 0.602 -3.773  0.0031
C 1.790 -2.538 -1.525  -0.0069
O 1.367 -3.561 -1.920  0.0023
C -2.123 0.738 -1.320  -0.0018
P -0.376 0.247 -0.935  -0.0211
C -0.228 1.665 0.280  0.0029
C -0.769 1.621 1.564  -0.0009
C -0.732 2.761 2.372  -0.0002
C -0.192 3.970 1.876  -0.0043
C 0.303 4.016 0.557  -0.0006
C 0.262 2.882 -0.237  -0.0030
C -0.927 -1.395 -0.227  -0.0083
C -1.586 -2.285 -1.104  0.0014
C -1.967 -3.550 -0.665  -0.0029
C -1.649 -3.960 0.649  -0.0015
C -0.927 -3.097 1.492  0.0002
C -0.533 -1.822 1.049  -0.0034
H -2.132 1.781 -1.664  0.0002
H -2.703 0.678 -0.389  -0.0007
H -2.565 0.063 -2.068  0.0001
H -1.216 0.702 1.930  -0.0006
H -1.129 2.731 3.391  -0.0001
H -0.156 4.858 2.503  0.0000
H 0.723 4.953 0.164  0.0000
H 0.622 2.923 -1.262  0.0003
H -1.808 -1.976 -2.124  0.0000
H -2.526 -4.223 -1.327  0.0000
H -1.958 -4.944 0.994  0.0000
H -0.667 -3.420 2.503  0.0000
H 0.035 -1.167 1.712  0.0030

The value obtained for the HOMO energy (alpha / beta) is -18.3 / -18.3 eV. Its multiplicity is 5. For the frontier orbital gap (alpha / beta), the calculation gives 4.8569 / 5.0743 eV. As for the net charge: +3. For the maximum force, the calculation gives 8.947 eV/Å. The total energy is -61083.642 eV. The expectation value of S² is 6.006.

=====

Which of these has the lowest maximum force? C17H12N2O5S2